{"formula": "C11H12F3NO4S3", "method": "ωB97M-V/def2-TZVPD", "e_lumo_ev": -0.23, "de_lowest_ev": 0.000, "e_tot_ev": -61936.086, "smiles": "O=C1c2ccccc2S(=O)(=O)N1SC(F)(F)F.C=S(C)(C)=O", "symbols": ["O", "C", "C", "C", "C", "C", "C", "C", "S", "O", "O", "N", "S", "C", "F", "F", "F", "H", "H", "H", "H", "C", "S", "C", "C", "O", "H", "H", "H", "H", "H", "H", "H", "H"], "xyz": [[-0.752, -3.365, 0.082], [-1.256, -2.330, 0.499], [-2.656, -2.086, 0.966], [-3.710, -3.002, 1.173], [-4.954, -2.536, 1.608], [-5.162, -1.168, 1.822], [-4.135, -0.248, 1.602], [-2.909, -0.756, 1.186], [-1.548, 0.286, 0.841], [-1.141, 0.982, 2.030], [-1.715, 0.942, -0.421], [-0.566, -1.110, 0.633], [1.098, -0.775, 0.074], [1.922, -1.383, 1.587], [3.212, -1.707, 1.303], [1.285, -2.502, 2.010], [1.933, -0.474, 2.599], [-3.533, -4.055, 0.993], [-5.778, -3.232, 1.778], [-6.124, -0.808, 2.165], [-4.245, 0.819, 1.759], [2.817, 1.471, -0.402], [2.575, 2.256, -1.836], [3.688, 3.645, -2.191], [3.106, 1.115, -3.125], [1.201, 2.727, -2.062], [3.816, 1.084, -0.202], [2.177, 1.727, 0.434], [4.734, 3.339, -2.147], [3.465, 3.992, -3.206], [3.525, 4.462, -1.482], [4.177, 0.936, -3.006], [2.555, 0.183, -2.963], [2.899, 1.572, -4.100]], "lowdin_charge": [0.097, -0.437, -0.110, 0.019, -0.053, -0.053, -0.021, -0.237, 0.671, -0.259, -0.253, -0.396, 1.101, -0.798, 0.078, 0.088, 0.088, 0.123, 0.112, 0.109, 0.126, -0.377, 0.668, -0.180, -0.167, -0.376, 0.025, 0.011, 0.062, 0.062, 0.070, 0.069, 0.066, 0.072]}